A 2-piece molecular cluster, C4H12OS2 overall in a non-equilibrium geometry. Source: the OMol25 dataset; level of theory: ωB97M-V/def2-TZVPD.

Computed properties:
highest occupied orbital energy	-8.80	eV
SMILES string	CCCSSC.O
energy above the lowest of the compared OMol25 structures with the same formula, charge and spin	295.0	kJ/mol
net charge	0
orbital gap	9.4904	eV
E_tot	-1031.1055	Ha
multiplicity	1

Each line ends with the Löwdin charge.
Element x y z (Å)
C: 1.17421 1.56052 -0.20648  -0.13
C: 0.88531 0.60849 -1.32916  -0.35
C: 1.52899 -0.82654 -1.06805  -0.60
S: 1.04051 -2.24130 -0.04782  0.47
S: 0.20957 -1.98857 1.76081  0.46
C: -1.43780 -1.66705 1.54318  -0.54
H: 1.81133 1.12908 0.62348  0.08
H: 1.92992 2.28538 -0.70147  0.10
H: 0.12172 2.07327 0.18923  0.11
H: -0.17222 0.26451 -1.52087  0.10
H: 1.23822 0.89827 -2.33779  0.10
H: 1.72469 -1.44110 -2.07249  0.09
H: 2.62232 -0.39501 -0.97060  0.09
H: -1.76811 -1.26931 2.46765  0.03
H: -1.71311 -0.93778 0.87059  -0.01
H: -2.02681 -2.50701 1.30066  0.03
O: -2.64348 1.68851 0.48622  0.06
H: -1.74075 1.81465 0.18046  0.02
H: -2.78451 0.95099 0.83243  -0.12

Cartesian forces, eV/Å:
C -0.236 2.175 0.315
C -2.004 -4.179 -0.897
C 3.847 1.665 -2.594
S -0.082 -0.449 -0.973
S 2.888 0.429 0.791
C -1.664 -0.347 0.416
H -1.329 0.195 -0.675
H -1.658 -0.286 1.224
H 3.345 -0.948 -0.787
H 0.395 1.335 0.490
H 0.053 0.119 0.736
H -0.982 1.288 1.838
H -1.384 -1.679 0.880
H -0.443 0.175 1.266
H -0.005 1.760 -1.844
H -0.617 -1.261 -0.171
O 1.526 10.542 -4.834
H -0.239 -0.498 0.224
H -1.409 -10.036 4.596

=====

C4H12OSi2 as an isolated structure in a non-equilibrium geometry. Source: the OMol25 dataset; level of theory: ωB97M-V/def2-TZVPD.

Computed properties:
highest occupied orbital energy	-9.17	eV
energy above the lowest of the compared OMol25 structures with the same formula, charge and spin	524.6	kJ/mol
net charge	0
orbital gap	10.0848	eV
E_tot	-813.6877	Ha
multiplicity	1

Each line ends with the Löwdin charge.
Element x y z (Å)
C: 0.75154 -0.32693 1.32303  -0.14
C: 1.63036 -0.53224 -0.01633  -0.21
C: -0.53664 0.44818 0.75449  -0.55
C: 0.62581 -0.87288 -1.14852  -0.30
O: -0.89721 -0.39760 -0.24973  -0.31
Si: -2.27892 0.31324 1.67617  0.73
Si: 0.56262 0.20789 -2.69944  0.68
H: 0.44890 -1.29548 1.72627  0.10
H: 1.33189 0.21092 2.04588  0.08
H: 2.36504 0.32780 -0.30077  0.12
H: 2.34590 -1.44286 0.08250  0.12
H: -0.23622 1.42008 0.48371  0.08
H: 0.57800 -1.89792 -1.31051  0.06
H: -3.18494 0.72728 0.65930  -0.09
H: -2.20292 1.41677 2.82767  -0.06
H: -2.61244 -0.91690 2.24052  -0.10
H: -0.81045 0.06245 -3.15719  -0.07
H: 1.59623 -0.58423 -3.59903  -0.05
H: 1.08306 1.53561 -2.57206  -0.09

Cartesian forces, eV/Å:
C -0.225 1.036 -1.637
C 1.146 -0.865 -0.178
C 0.873 -3.229 2.671
C -1.230 3.876 2.941
O 1.525 -1.591 -4.044
Si 2.584 3.301 0.782
Si 0.984 -2.558 -0.377
H 0.056 0.082 -0.161
H 0.265 0.318 0.553
H -1.663 -1.086 0.778
H -1.220 1.419 0.111
H 0.186 1.613 -0.542
H -0.690 -1.766 -0.239
H -0.857 0.254 -0.580
H -0.358 -1.112 -1.000
H -0.199 -1.655 0.579
H -0.233 0.259 -0.436
H -1.015 0.852 0.489
H 0.071 0.852 0.291

=====

An isolated ion of composition C4H12PS and charge +1 in a non-equilibrium geometry. Source: the OMol25 dataset; level of theory: ωB97M-V/def2-TZVPD.

Computed properties:
highest occupied orbital energy	-13.46	eV
energy above the lowest of the compared OMol25 structures with the same formula, charge and spin	96.0	kJ/mol
net charge	+1
orbital gap	8.8991	eV
E_tot	-898.9003	Ha
multiplicity	1

Each line ends with the Löwdin charge.
Element x y z (Å)
C: 0.86671 -0.83480 1.42962  -0.20
C: 2.06067 0.55527 -0.89965  -0.21
C: -0.35299 1.68475 0.43555  -0.21
C: -2.41484 -1.27224 -0.80744  -0.48
P: 0.51623 0.16373 -0.04484  0.77
S: -0.86295 -1.06190 -1.70303  0.63
H: -0.05509 -1.20815 1.87432  0.06
H: 1.38141 -0.20678 2.15838  0.07
H: 1.50219 -1.67879 1.16010  0.07
H: 1.85438 1.14394 -1.79129  0.07
H: 2.55633 -0.36842 -1.19307  0.07
H: 2.71034 1.12069 -0.22986  0.07
H: 0.31200 2.31164 1.03084  0.07
H: -1.23850 1.44069 1.02008  0.06
H: -0.65344 2.22849 -0.46065  0.07
H: -2.24259 -1.68379 0.18387  0.03
H: -2.97420 -1.99684 -1.39769  0.04
H: -2.96567 -0.33748 -0.76525  0.03

Cartesian forces, eV/Å:
C -0.121 0.080 -0.403
C -0.340 -0.132 0.077
C 0.144 -0.347 -0.252
C 0.157 0.232 0.163
P -1.595 -1.168 -1.667
S 1.990 1.483 2.030
H -0.029 0.045 -0.051
H 0.027 0.050 -0.015
H -0.039 0.046 -0.031
H -0.058 0.040 -0.002
H 0.001 -0.045 0.023
H -0.032 -0.003 0.043
H 0.052 -0.046 0.040
H -0.002 -0.049 0.013
H 0.038 -0.052 0.010
H -0.107 -0.066 -0.021
H -0.010 -0.031 -0.006
H -0.075 -0.038 0.049

=====

A 2-piece molecular cluster, C4H12S overall in a non-equilibrium geometry. Source: the OMol25 dataset; level of theory: ωB97M-V/def2-TZVPD.

Computed properties:
highest occupied orbital energy	-8.55	eV
SMILES string	CSC.CC
energy above the lowest of the compared OMol25 structures with the same formula, charge and spin	70.2	kJ/mol
net charge	0
orbital gap	9.4797	eV
E_tot	-557.7437	Ha
multiplicity	1

Each line ends with the Löwdin charge.
Element x y z (Å)
C: 0.66788 0.95120 -1.42626  -0.45
S: 1.84037 -0.40240 -1.85047  0.68
C: 1.14163 -1.83449 -0.76732  -0.35
H: 0.58440 1.69336 -2.23074  0.03
H: -0.34685 0.56541 -1.30964  0.02
H: 0.92210 1.50566 -0.52129  0.02
H: 1.89523 -2.59455 -0.90885  0.01
H: 0.11624 -2.14460 -0.89407  0.03
H: 1.15579 -1.33171 0.19027  0.01
C: -3.16010 1.00547 3.00572  -0.17
C: -1.82324 0.54168 2.39951  -0.17
H: -3.70571 1.78859 2.49829  0.05
H: -3.74229 0.09637 3.05142  0.06
H: -3.12201 1.45956 4.00129  0.06
H: -2.13143 -0.14599 1.58682  0.07
H: -1.21454 -0.01237 3.12750  0.06
H: -1.09327 1.30303 2.12077  0.05

Cartesian forces, eV/Å:
C -0.292 0.028 -0.118
S -1.395 -0.599 0.452
C 0.810 2.438 -0.393
H 0.402 -0.378 -0.022
H 0.134 -0.202 0.039
H 0.215 -0.272 0.042
H -0.122 -0.335 0.340
H -0.156 -0.120 -0.896
H 0.393 -0.556 0.573
C 0.518 0.267 0.710
C -0.103 -0.168 0.345
H -0.019 -0.133 -0.962
H -0.638 0.064 0.234
H 0.490 -0.497 0.177
H 0.877 0.516 0.104
H -0.576 -0.330 -0.010
H -0.536 0.278 -0.613

=====

A 2-piece molecular cluster, C4H12S overall in a non-equilibrium geometry. Source: the OMol25 dataset; level of theory: ωB97M-V/def2-TZVPD.

Computed properties:
highest occupied orbital energy	-8.46	eV
SMILES string	CSC.CC
energy above the lowest of the compared OMol25 structures with the same formula, charge and spin	73.1	kJ/mol
net charge	0
orbital gap	9.4163	eV
E_tot	-557.7426	Ha
multiplicity	1

Each line ends with the Löwdin charge.
Element x y z (Å)
C: -1.72120 -1.08368 -1.57570  -0.42
S: -2.23118 0.58689 -2.12317  0.74
C: -0.72581 1.51578 -2.25873  -0.48
H: -0.67812 -1.14009 -1.26038  0.02
H: -2.25005 -1.38904 -0.66741  0.02
H: -2.00563 -1.89322 -2.25155  0.02
H: -1.06058 2.55422 -2.16129  0.02
H: -0.30325 1.47785 -3.27371  0.03
H: 0.10468 1.33628 -1.58417  0.03
C: 1.84580 0.35837 2.08443  -0.15
C: 0.85336 -0.86240 2.27028  -0.14
H: 2.89285 0.16281 2.31140  0.05
H: 1.92379 0.41870 0.99238  0.04
H: 1.42076 1.25583 2.50671  0.05
H: 0.03649 -0.54739 2.90648  0.05
H: 0.50445 -1.12801 1.27936  0.04
H: 1.39364 -1.62290 2.80508  0.05

Cartesian forces, eV/Å:
C -0.345 -0.427 0.721
S -0.313 -1.003 0.543
C 0.569 0.942 -1.239
H 0.075 0.141 -0.560
H -0.221 0.584 0.087
H 0.484 0.385 -0.497
H 0.200 -0.095 0.262
H -0.118 -0.274 0.195
H -0.319 -0.254 0.504
C -0.612 -1.374 -1.528
C 1.241 1.626 0.469
H -0.208 0.044 0.894
H -0.167 0.835 0.082
H 0.380 0.337 0.062
H -0.352 -0.096 -0.052
H -0.191 -0.572 0.218
H -0.103 -0.799 -0.161

=====

A 2-piece molecular cluster, C4H12S overall in a non-equilibrium geometry. Source: the OMol25 dataset; level of theory: ωB97M-V/def2-TZVPD.

Computed properties:
highest occupied orbital energy	-8.50	eV
SMILES string	CSC.CC
energy above the lowest of the compared OMol25 structures with the same formula, charge and spin	76.3	kJ/mol
net charge	0
orbital gap	9.5523	eV
E_tot	-557.7414	Ha
multiplicity	1

Each line ends with the Löwdin charge.
Element x y z (Å)
C: -3.01047 0.46422 -0.57194  -0.45
S: -1.22924 0.08638 -0.48026  0.72
C: -0.52406 0.49464 -2.14861  -0.38
H: -3.65177 -0.19163 0.01331  0.02
H: -3.15506 1.51149 -0.26810  0.02
H: -3.56320 0.44421 -1.51737  0.03
H: 0.18721 -0.29762 -2.33296  0.02
H: -0.25341 1.54425 -2.07031  0.02
H: -1.28972 0.47319 -2.92615  0.03
C: 1.76664 -1.29638 1.49267  -0.18
C: 2.32170 0.11397 1.62022  -0.19
H: 0.96976 -1.47819 0.76830  0.02
H: 2.58319 -1.89223 1.05652  0.07
H: 1.38061 -1.57137 2.47052  0.06
H: 2.47562 0.50842 0.60912  0.06
H: 1.73594 0.90738 2.11658  0.06
H: 3.25627 0.17927 2.16848  0.06

Cartesian forces, eV/Å:
C -0.706 1.214 -0.376
S -0.546 -0.529 -0.569
C -1.742 0.341 0.832
H 0.594 -0.099 0.610
H -0.038 -0.399 0.345
H 0.946 -0.335 -0.551
H 0.604 0.486 -0.149
H 0.980 -0.293 -0.301
H -0.105 -0.370 0.158
C 0.256 0.200 -0.068
C -0.362 1.354 -0.818
H -0.224 0.749 0.121
H -0.163 -0.343 0.905
H 0.331 -0.843 -0.018
H 0.344 0.090 0.143
H -0.508 -0.743 -0.138
H 0.339 -0.481 -0.127